Computed, not measured: a structure of composition C35H48N5O12P3S3Y, with ωB97M-V/def2-TZVPD.

```
! wB97M-V def2-TZVPD RIJCOSX def2/J DEFGRID3
* xyz -1 1
Y 0.52 0.35 1.15
O 3.19 3.58 -0.61
C 2.45 2.61 -0.37
N 1.96 2.20 0.79
C 2.54 2.81 1.97
C 2.91 1.75 2.98
C 3.69 2.08 4.08
C 4.09 1.09 4.95
C 3.71 -0.22 4.69
C 2.90 -0.46 3.60
N 2.49 0.50 2.77
C 2.08 1.69 -1.52
C 2.47 2.01 -2.81
C 2.22 1.10 -3.82
C 1.61 -0.11 -3.51
C 1.25 -0.35 -2.20
N 1.47 0.54 -1.22
H 3.43 3.38 1.71
H 1.85 3.51 2.45
H 3.99 3.11 4.23
H 4.71 1.32 5.81
H 4.01 -1.04 5.33
H 2.54 -1.46 3.38
H 2.97 2.95 -2.97
H 2.51 1.32 -4.84
H 1.40 -0.86 -4.26
H 0.76 -1.27 -1.90
N -4.01 -0.05 -0.21
C -4.35 0.52 -1.50
C -4.22 2.05 -1.48
C -2.82 2.64 -1.68
C -1.80 2.46 -0.56
N -1.31 1.08 -0.41
H -3.99 -1.07 -0.19
H -4.62 0.28 0.52
H -5.37 0.27 -1.82
H -3.67 0.10 -2.25
H -4.63 2.42 -0.54
H -4.85 2.44 -2.28
H -2.94 3.72 -1.84
H -2.39 2.25 -2.61
H -2.24 2.76 0.40
H -0.94 3.11 -0.73
H -1.07 0.72 -1.32
H -2.11 0.51 -0.09
O 0.66 -2.90 3.07
P 0.96 -3.11 1.49
O 1.85 -4.26 1.28
O 1.35 -1.75 0.92
O -0.53 -3.44 0.92
P -1.65 -2.30 0.69
O -1.31 -1.81 -0.82
O -3.00 -2.90 0.72
O -1.27 -1.13 1.57
H -0.07 -2.28 3.18
H -1.62 -2.47 -1.47
C -2.19 -2.90 -7.44
C -0.98 -3.36 -6.66
O -1.34 -3.80 -5.35
P -1.29 -2.68 -4.14
O -2.79 -2.11 -4.09
C -3.93 -2.95 -3.82
C -5.17 -2.23 -4.31
O -1.41 -3.73 -2.90
C -0.22 -4.41 -2.42
C -0.66 -5.57 -1.56
H -1.91 -2.62 -8.45
H -2.66 -2.04 -6.95
H -2.93 -3.70 -7.49
H -0.24 -2.55 -6.59
H -0.49 -4.20 -7.14
H -3.98 -3.14 -2.75
H -3.80 -3.91 -4.34
H -5.28 -1.27 -3.81
H -6.06 -2.83 -4.11
H -5.11 -2.06 -5.39
H 0.38 -3.71 -1.85
H 0.35 -4.76 -3.29
H -1.31 -5.22 -0.76
H 0.21 -6.02 -1.09
H -1.19 -6.32 -2.16
O -0.43 1.52 2.69
C -1.06 2.38 3.56
C -0.46 3.78 3.45
C 0.24 4.50 4.37
C 0.76 5.72 3.86
C 0.44 5.90 2.55
S -0.52 4.62 1.95
C -0.88 1.88 4.99
C -1.48 2.31 6.14
C -1.04 1.59 7.29
C -0.14 0.62 6.97
S 0.19 0.59 5.29
C -2.55 2.42 3.29
C -3.42 3.47 3.30
C -4.77 3.07 3.10
C -4.88 1.72 2.95
S -3.36 0.93 3.03
H 0.40 4.15 5.38
H 1.37 6.41 4.43
H 0.72 6.72 1.90
H -2.21 3.11 6.16
H -1.40 1.77 8.29
H 0.34 -0.08 7.63
H -3.11 4.50 3.44
H -5.61 3.75 3.05
H -5.78 1.15 2.78
*
```

Results
**HOMO**: -5.995 eV
**E_tot**: -4796.8593 a.u.
**M**: 1008.8 g/mol
**Relative energy (zero: lowest compared OMol25 entry of this formula, charge and spin)**: 0.0 kJ/mol
**HOMO-LUMO gap**: 8.272 eV